The following is a quantum chemistry calculation of a structure of composition C11H17Cl2NO2Pd at a distorted geometry, from OMol25.

Geometry as XYZ:
```
34
Properties=species:S:1:pos:R:3:forces:R:3
H -0.113759 0.197353 -2.031839 0.20 -0.56 -0.34
O -2.727283 -2.353740 -0.165828 -1.50 -2.40 0.78
Cl -2.291030 -0.463517 1.878119 -0.62 0.16 1.09
H 1.709905 0.164612 3.742238 -0.17 0.03 0.22
H 3.262091 1.666137 0.176241 -0.04 -0.33 0.03
C 2.058372 -1.299671 -0.373991 -0.83 -0.63 0.13
H -0.727523 -2.222150 2.557672 0.59 -0.07 0.11
H 0.089217 -3.229378 -1.061628 -0.12 0.03 -0.16
N -3.360381 0.515890 -1.976234 0.21 -0.26 0.14
C 0.322137 -2.061924 2.862109 -0.36 -0.10 0.54
H 3.408291 -0.040034 3.399918 0.39 0.06 0.20
H 2.379405 -2.385488 -2.162978 -0.42 -0.33 -0.42
H 4.003331 0.468465 -0.914034 0.05 0.14 0.16
H -2.885589 -1.962186 0.760042 0.01 -0.57 -0.89
H 4.541046 0.581030 0.777594 0.07 0.19 -0.11
H 0.751049 -3.005512 3.253762 -0.18 0.24 -0.01
C -2.551078 -0.019615 -1.333133 -2.32 1.95 -1.53
C 3.667404 0.641419 0.114134 0.60 0.30 -0.11
H 2.879166 -0.658387 -2.226806 0.26 0.07 -0.10
C 1.038642 -1.990658 0.407421 0.70 0.25 -0.66
C 2.107713 -0.519359 1.790944 0.52 -0.64 -1.05
H 0.270259 -1.319994 3.668097 0.01 -0.28 0.03
C -0.037118 -2.766612 -0.088814 1.64 -1.76 0.49
C 2.218385 -1.387532 -1.775118 2.02 -0.52 0.64
H 2.521278 1.334817 2.735340 0.07 0.27 -0.07
H -2.073734 -3.080513 -0.060873 -0.83 0.49 0.14
H -0.419734 -3.440363 0.674643 -0.28 -0.23 0.03
O -0.120338 -0.767448 -2.234430 -0.27 0.65 -1.29
Pd -1.169366 -0.914872 -0.278903 1.82 1.82 0.68
C 2.690380 -0.386029 0.499928 -1.18 0.28 1.57
Cl -0.061760 1.294824 0.090379 0.52 0.61 -0.15
C 1.146165 -1.541894 1.756552 0.44 0.41 -0.65
H 0.911922 -1.067031 -2.198978 -1.13 0.44 0.08
C 2.460518 0.275847 2.968792 0.11 0.29 0.47
```
Forces are in eV/Å.

Summary:
- Total charge: -2
- Expectation value of S²: 6.024
- 2S+1: 5
- Lowest unoccupied orbital energy (spin up / spin down): 5.68 / 5.53 eV
- ΔE to the lowest compared entry with this formula, charge and spin: 0.000 eV
- Electronic energy: -45789.5857 eV

The following is a quantum chemistry calculation of a cluster of 2 separate species, C4H10O3S in total at a distorted geometry, from OMol25.

Geometry as XYZ:
```
18
Properties=species:S:1:pos:R:3:forces:R:3
H 1.786873 2.739544 0.169872 0.01 0.37 -0.12
H -1.326566 -2.720016 2.376307 0.50 1.58 -0.79
H -1.189689 -0.579964 -0.700637 -0.05 0.34 0.49
H 1.170330 0.417805 -0.492963 -1.09 0.27 0.86
H 0.715974 -2.371462 -2.415312 0.62 0.50 0.41
C -0.461282 -1.430690 1.087833 -1.35 -0.17 0.99
C -0.315208 1.996306 -0.401003 0.19 0.97 -0.98
C 0.335609 0.787160 0.175065 -1.25 -1.28 0.74
S 0.726080 3.442436 -0.269368 0.86 0.51 0.06
H -1.731948 0.270252 0.851183 0.62 -0.38 -0.68
O 0.574272 -2.008691 1.019165 1.01 -0.50 -0.42
H 1.839284 -1.987886 -1.307659 -2.07 1.02 -2.70
C -0.890923 -0.215291 0.301666 1.18 -0.19 0.35
H -1.268886 2.330353 -0.019471 -0.27 -0.49 0.72
H -0.522132 1.785159 -1.437656 0.06 0.01 -0.61
H 0.697251 0.975119 1.210686 0.00 -0.09 -0.71
O -1.431221 -1.800481 1.989959 -0.35 -0.96 0.06
O 1.292182 -1.629654 -2.137667 1.36 -1.50 2.34
```
Forces are in eV/Å.

Summary:
- Lowest unoccupied orbital energy: 0.51 eV
- ΔE to the lowest compared entry with this formula, charge and spin: 0.627 eV
- Electronic energy: -21287.7599 eV
- SMILES string: O=C(O)CCCS.O

The following is a quantum chemistry calculation of a cluster of 2 separate species, C3H2F3I in total at a distorted geometry, from OMol25.

Geometry as XYZ:
```
9
Properties=species:S:1:pos:R:3:forces:R:3
C -1.505476 -0.334954 0.222300 -4.46 3.95 2.06
F 1.653895 1.022158 -1.445740 -0.49 0.57 -0.31
I 2.874928 -0.278355 0.768005 -0.04 -0.24 0.06
F -1.446437 0.948054 0.703516 -0.22 -1.28 -0.32
H -0.518329 -1.906537 -0.518232 0.71 -2.43 -0.98
F -2.825603 -0.729732 0.328458 2.07 0.24 -0.15
H 0.919262 1.403118 0.445821 -2.08 2.94 1.59
C -0.541836 -0.905947 -0.328095 1.08 -1.29 -0.67
C 1.389596 0.782196 -0.176032 3.44 -2.45 -1.29
```
Forces are in eV/Å.

Summary:
- Expectation value of S²: 2.014
- 2S+1: 3
- Lowest unoccupied orbital energy (spin up / spin down): 0.46 / -2.51 eV
- Electronic energy: -19389.7970 eV

> Look up the electronic energy of the second one.

-21287.7599 eV

> Which of these has the highest electronic energy?

C3H2F3I